An isolated molecule of C3H8N2O2 at a distorted geometry. Source: OMol25; level of theory: wB97M-V/def2-TZVPD.

## Properties
HOMO: -8.7620 eV
ΔE to the lowest compared entry with this formula, charge and spin: 112.68 kcal/mol
SMILES: CCN(O)/C=N\O
Kohn-Sham gap: 9.567 eV
molar mass: 104.1 g mol⁻¹

Geometry as XYZ:
```
15
Properties=species:S:1:pos:R:3:forces:R:3:nbo_charge:R:1
C 2.286668 -0.335051 0.304104 -0.735 0.687 1.024 -0.6131
C 1.094071 0.512998 -0.199846 1.694 -0.245 -0.281 -0.2306
N -0.193808 0.012665 0.256467 -0.419 0.566 0.099 -0.1795
O -0.467600 -1.183093 -0.449888 -1.346 -1.468 0.248 -0.6018
C -1.221275 0.896396 -0.001565 -2.545 1.023 -0.971 0.1757
N -2.497242 0.643456 -0.068761 1.496 0.700 0.345 -0.1840
O -2.809395 -0.656238 0.326342 -1.924 -0.765 -0.004 -0.6127
H 2.176586 -1.318726 -0.121727 0.002 -0.546 0.361 0.2221
H 2.293328 -0.301398 1.415763 -0.027 -0.540 -0.664 0.2086
H 3.259652 0.036319 -0.009374 -0.135 0.361 -0.281 0.2121
H 1.162766 0.393642 -1.299067 -0.418 0.710 0.237 0.1886
H 1.226966 1.563726 0.151768 -0.398 -0.753 -0.479 0.2071
H -1.418651 -1.487713 -0.156426 2.306 0.978 -0.433 0.5040
H -1.095273 1.958121 -0.324186 0.656 -0.956 0.570 0.2053
H -3.796792 -0.735098 0.176393 1.792 0.248 0.227 0.4983
```
Forces are in eV/Å.



A structure of composition C4H7OYb at a distorted geometry. Source: OMol25; level of theory: wB97M-V/def2-TZVPD.

## Properties
HOMO (spin up / spin down): -17.9679 / -18.5166 eV
spin multiplicity: 2
ΔE to the lowest compared entry with this formula, charge and spin: 79.84 kcal/mol
charge: +2
Kohn-Sham gap (spin up / spin down): 8.229 / 7.281 eV
molar mass: 244.1 g mol⁻¹

Geometry as XYZ:
```
13
Properties=species:S:1:pos:R:3:forces:R:3:nbo_charge:R:1
C -0.485338 1.187286 0.310203 0.760 -0.659 -0.184 -0.4274
C 0.065643 0.056489 -0.568051 -1.221 1.373 2.600 -0.2445
C 0.881230 -1.019026 0.008392 1.676 -1.083 -0.304 0.0083
O 2.228658 -0.813860 0.104330 -2.683 -0.194 0.687 -0.8208
Yb 2.878374 0.379366 -1.500331 0.839 0.385 -0.232 1.9038
H -0.005535 1.422490 1.269876 0.092 0.136 -0.639 0.2665
H 0.132191 0.237636 -1.647009 -1.285 -0.443 -0.149 0.2254
H -0.856972 2.027724 -0.287154 -0.013 -0.276 0.450 0.2771
H 0.675296 -2.018911 -0.402325 -0.143 -0.092 0.418 0.2424
C -1.384165 -0.029137 0.444441 -0.279 1.960 -1.991 -0.4058
H -1.638881 -0.241051 1.485298 0.688 -0.727 0.113 0.3309
H -2.297445 0.007419 -0.155183 0.353 -0.619 -0.107 0.2935
H -0.193057 -1.196429 0.937519 1.216 0.238 -0.659 0.3506
```
Forces are in eV/Å.



A cluster of 2 separate species, C2H3ClO2S in total at a distorted geometry. Source: OMol25; level of theory: wB97M-V/def2-TZVPD.

## Properties
HOMO (spin up / spin down): -8.6170 / -7.8337 eV
ΔE to the lowest compared entry with this formula, charge and spin: 58.16 kcal/mol
Kohn-Sham gap (spin up / spin down): 8.445 / 6.757 eV
molar mass: 126.6 g mol⁻¹

Geometry as XYZ:
```
9
Properties=species:S:1:pos:R:3:forces:R:3:nbo_charge:R:1
C 0.923627 0.518719 0.446052 0.234 3.480 1.126 0.6302
C 0.893572 -0.759500 -0.204275 4.462 -0.593 1.399 -0.7836
O 1.628600 1.230550 1.098395 -1.697 -2.137 -1.691 -0.4464
O -2.467626 1.929770 0.452073 1.134 -0.962 -1.302 -0.8374
S -1.634056 1.175030 -0.544437 -0.185 2.319 1.559 0.8919
Cl -1.992376 -0.775980 -0.315715 -1.208 -1.354 0.049 -0.2442
H 1.953141 -1.186415 -0.120603 -1.388 0.203 -0.390 0.2390
H 0.218415 -1.328740 0.333388 -0.978 -1.443 1.511 0.2824
H 0.476702 -0.803433 -1.144877 -0.375 0.487 -2.262 0.2680
```
Forces are in eV/Å.



The ion C8H15N2 with charge +1 at a distorted geometry. Source: OMol25; level of theory: wB97M-V/def2-TZVPD.

## Properties
HOMO: -12.8514 eV
ΔE to the lowest compared entry with this formula, charge and spin: 104.44 kcal/mol
charge: +1
SMILES: C#[N+]C[C@@]1(C)[C@H](C)[C@@]1(C)N
Kohn-Sham gap: 8.596 eV
molar mass: 139.2 g mol⁻¹

Geometry as XYZ:
```
25
Properties=species:S:1:pos:R:3:forces:R:3:nbo_charge:R:1
C -3.555235 0.345191 0.513323 3.160 -2.661 -1.422 0.3670
N -2.769944 -0.365483 0.025054 -3.504 3.440 1.287 -0.1368
C -1.709695 -0.961808 -0.552863 4.938 0.069 -0.111 -0.3964
C -0.363473 0.027010 -0.581198 -0.797 -1.156 0.155 0.0436
C -0.049140 0.737904 -1.881156 -4.216 2.417 3.026 -0.6198
C -0.026822 0.519790 0.800923 2.323 -0.263 -0.678 -0.2448
C 0.741556 1.686380 1.346352 -0.330 3.040 -2.093 -0.6265
C 0.792949 -0.623585 0.272892 -2.054 -0.719 -1.327 0.1182
C 2.155795 -0.439095 -0.283607 0.294 2.485 0.773 -0.6458
N 0.425781 -1.980589 0.653239 0.266 0.156 -0.451 -0.8126
H -4.052377 1.084415 1.074455 -0.862 0.397 0.313 0.2887
H -1.770677 -1.262025 -1.599640 -0.906 -0.377 0.409 0.2751
H -1.113139 -1.675244 0.194662 -1.368 -0.243 -1.035 0.3466
H -1.050042 0.908476 -2.434078 1.885 0.192 0.671 0.2236
H 0.633433 0.287171 -2.450424 2.529 -1.987 -2.382 0.2212
H 0.382324 1.645643 -1.435684 -0.219 0.431 -1.241 0.2311
H -0.752752 0.155105 1.416629 -1.801 -0.627 2.173 0.2017
H 1.021628 1.573151 2.377621 -0.254 -0.093 0.467 0.2422
H 0.204874 2.690302 1.150294 0.412 -1.492 0.857 0.2233
H 1.683831 1.915026 0.803272 -0.445 -0.643 0.227 0.2250
H 2.391269 0.607484 -0.701958 -0.421 -1.987 0.344 0.2375
H 2.444795 -1.255526 -0.857064 0.059 -1.131 -2.207 0.2276
H 2.838605 -0.629342 0.498927 0.992 0.482 1.453 0.2337
H 0.593996 -2.329978 1.562301 0.252 0.447 1.529 0.3923
H 0.902458 -2.660376 0.087717 0.065 -0.176 -0.737 0.3843
```
Forces are in eV/Å.



A structure of composition C14H14NO8OsS. Source: OMol25; level of theory: wB97M-V/def2-TZVPD.

## Properties
HOMO: -12.6551 eV
ΔE to the lowest compared entry with this formula, charge and spin: 16.28 kcal/mol
charge: +1
Kohn-Sham gap: 7.368 eV
molar mass: 546.6 g mol⁻¹

Geometry as XYZ:
```
39
Properties=species:S:1:pos:R:3:forces:R:3:nbo_charge:R:1
Os -0.792502 -0.090904 0.114141 -0.483 0.001 0.415 1.0271
O -2.371130 0.410314 -1.324175 0.028 0.076 0.074 -0.7184
C -3.474173 -0.487512 -1.629293 0.031 -0.022 -0.048 -0.0866
C -4.148853 -0.979746 -0.367658 -0.140 -0.142 0.024 -0.2496
N -3.243632 -1.709459 0.510427 0.702 0.557 -0.094 -0.4465
C -2.718044 -2.945798 -0.006528 -0.257 -0.228 -0.019 -0.3365
C -1.569801 -2.730415 -1.003078 -0.053 0.081 0.220 0.7656
O -1.451610 -3.280016 -2.047359 0.032 -0.049 -0.048 -0.4913
O -0.633802 -1.880448 -0.496802 0.224 -0.044 -0.403 -0.6715
C -3.338171 -1.442708 1.932377 -0.321 -0.252 0.073 -0.3261
C -2.238281 -0.488605 2.401018 0.113 0.100 -0.118 0.7604
O -1.576741 -0.580946 3.380547 -0.125 0.033 0.083 -0.4882
O -2.060925 0.481412 1.427834 0.091 0.109 0.081 -0.6889
H -2.729762 1.271940 -1.069113 -0.057 -0.012 -0.046 0.5163
H -3.038983 -1.293085 -2.215018 -0.014 0.016 -0.030 0.2213
H -4.176414 0.041091 -2.272471 0.000 0.037 0.050 0.2240
H -4.996674 -1.607248 -0.674399 0.014 -0.013 0.029 0.2225
H -4.555091 -0.134029 0.186826 0.016 0.020 -0.032 0.2238
H -3.478412 -3.523397 -0.539458 -0.024 -0.016 0.049 0.2350
H -2.333053 -3.564108 0.806214 0.021 0.025 -0.007 0.2527
H -3.278023 -2.356257 2.522241 0.065 -0.012 -0.024 0.2495
H -4.295771 -0.970569 2.164362 -0.002 -0.051 0.043 0.2409
O 6.774510 3.186931 0.294156 -0.041 -0.018 -0.009 -0.6455
C 6.274196 2.017278 -0.142252 0.038 -0.007 0.005 0.7660
O 6.989708 1.097129 -0.402639 -0.023 0.021 0.007 -0.5242
C 4.776973 1.921543 -0.289900 0.018 -0.067 -0.004 -0.1396
C 4.221650 0.646482 -0.225586 -0.028 0.012 -0.013 -0.1505
C 2.859627 0.467809 -0.376663 0.066 -0.075 -0.141 -0.1557
C 2.052463 1.576836 -0.602715 -0.066 0.270 0.293 -0.2480
S 0.311581 1.475570 -0.895891 0.152 -0.352 -0.487 0.2934
C 2.600212 2.850172 -0.717768 0.059 0.020 0.099 -0.1955
C 3.966228 3.018223 -0.550236 -0.031 0.020 -0.015 -0.1719
H 6.076789 3.781217 0.594117 0.017 0.015 0.001 0.4850
H 4.878950 -0.199470 -0.078666 0.005 0.000 0.008 0.2587
H 2.448769 -0.533020 -0.375634 -0.021 0.007 0.004 0.2170
H 1.972300 3.703678 -0.938028 -0.015 -0.001 0.018 0.2363
H 4.386379 4.010276 -0.660947 -0.001 0.001 -0.004 0.2292
O 1.347793 -0.702157 2.168598 -0.073 0.036 -0.010 -0.3584
C 0.561721 -0.458007 1.399419 0.082 -0.097 -0.024 0.6683
```
Forces are in eV/Å.



An isolated molecule of C2H2N2O3 at a distorted geometry. Source: OMol25; level of theory: wB97M-V/def2-TZVPD.

## Properties
HOMO: -10.5403 eV
ΔE to the lowest compared entry with this formula, charge and spin: 91.63 kcal/mol
Kohn-Sham gap: 10.040 eV
molar mass: 102.0 g mol⁻¹

Geometry as XYZ:
```
9
Properties=species:S:1:pos:R:3:forces:R:3:nbo_charge:R:1
C 0.738461 -0.724724 1.648502 -3.969 0.469 -0.088 0.5049
C -0.669818 0.227309 -1.737701 0.637 1.628 0.737 0.5178
N 0.381546 -0.608284 0.241863 0.586 0.078 0.176 -0.3334
N -0.098943 0.459753 -0.217868 -0.559 -1.026 -1.719 0.2909
O -0.287631 1.575717 0.229897 0.246 -0.296 0.626 -0.3918
O -0.152475 -1.097954 2.386896 1.922 0.208 -0.645 -0.4780
O -1.601226 0.851552 -2.064643 -0.503 -0.147 0.270 -0.4181
H 1.705208 -0.398161 1.944896 1.207 -0.022 0.253 0.1442
H -0.015123 -0.285209 -2.431841 0.433 -0.892 0.389 0.1636
```
Forces are in eV/Å.



A structure of composition C4H5BaO at a distorted geometry. Source: OMol25; level of theory: wB97M-V/def2-TZVPD.

## Properties
HOMO (spin up / spin down): -15.3885 / -17.0524 eV
spin multiplicity: 2
ΔE to the lowest compared entry with this formula, charge and spin: 0.00 kcal/mol
charge: +2
Kohn-Sham gap (spin up / spin down): 6.648 / 8.281 eV
molar mass: 206.4 g mol⁻¹

Geometry as XYZ:
```
11
Properties=species:S:1:pos:R:3:forces:R:3:nbo_charge:R:1
C -2.238541 0.722764 2.288420 -1.320 0.042 0.792 -0.1656
C -1.172463 1.298596 1.679181 5.166 -0.613 -0.461 -0.2059
C -0.684713 1.109348 0.386107 -0.215 -0.749 1.798 -0.2043
C 0.765671 1.175972 0.425156 -1.422 0.022 -5.063 0.3352
O 1.365831 0.337598 -0.330943 0.800 -1.045 0.598 -0.8454
Ba 2.073470 -1.948081 -1.446726 -0.227 1.206 0.523 1.9676
H -2.581270 1.072168 3.263062 0.283 -0.432 -0.078 0.2372
H -2.794700 -0.081774 1.802099 -0.135 0.535 -0.009 0.2119
H -1.253340 0.616191 -0.403187 0.255 0.320 -0.139 0.2214
H 1.195130 2.188091 0.474192 0.491 -0.399 1.506 0.2268
H -0.018932 1.401867 2.199443 -3.677 1.114 0.536 0.2211
```
Forces are in eV/Å.



An isolated molecule of C5H9NO. Source: OMol25; level of theory: wB97M-V/def2-TZVPD.

## Properties
HOMO: -9.5028 eV
ΔE to the lowest compared entry with this formula, charge and spin: 40.77 kcal/mol
SMILES: C=NC[C@H](C)C=O
Kohn-Sham gap: 10.475 eV
molar mass: 99.1 g mol⁻¹

Geometry as XYZ:
```
16
Properties=species:S:1:pos:R:3:forces:R:3:nbo_charge:R:1
C -2.616139 -0.098953 -0.956560 0.096 0.020 0.173 -0.0427
N -1.711250 -0.097934 -0.076755 -0.289 -0.022 -0.338 -0.3971
C -0.385270 -0.570366 -0.431998 0.108 -0.095 -0.005 -0.2463
C 0.647810 0.416284 0.114122 -0.019 0.073 -0.033 -0.3365
C 2.071743 -0.149179 0.056663 0.055 -0.027 0.018 -0.6005
C 0.295518 0.750030 1.552787 0.135 0.327 0.132 0.4652
O 0.460927 1.835756 2.054063 -0.068 -0.502 -0.212 -0.5231
H -3.610495 0.263020 -0.690985 0.123 -0.066 -0.042 0.1779
H -2.464192 -0.451836 -1.986600 0.061 0.061 0.106 0.1414
H -0.251400 -0.724751 -1.516112 -0.040 0.037 0.167 0.1813
H -0.241120 -1.543527 0.059119 -0.012 0.133 -0.031 0.2025
H 0.603754 1.355910 -0.448336 -0.015 -0.109 0.064 0.2214
H 2.164230 -1.051036 0.674972 -0.031 0.128 -0.083 0.2060
H 2.795697 0.586827 0.418906 -0.119 -0.101 -0.054 0.2266
H 2.342911 -0.418659 -0.969989 -0.065 0.038 0.141 0.2158
H -0.102720 -0.101586 2.146707 0.079 0.104 -0.004 0.1080
```
Forces are in eV/Å.